(1)
Entry from OMol25: a structure of composition C36H47N5OsP2 at a distorted geometry (ωB97M-V/def2-TZVPD).

LUMO level (spin up / spin down): -4.649 / -8.734 eV
Electronic energy: -66568.1868 eV
Gap between HOMO and LUMO (spin up / spin down): 7.29 / 3.21 eV
Expectation value of S²: 6.03
ΔE to the lowest compared entry with this formula, charge and spin: 0.0 kJ/mol

```
! RIJCOSX wB97M-V def2-TZVPD def2/J DEFGRID3
* xyz 2 5
Os -0.02935 -0.28073 -0.84975
P -1.96265 -0.62761 -7.26105
P 1.34747 -0.93194 -7.34874
N -2.14052 1.14738 -7.42186
N 0.20280 1.22216 3.39966
N -3.53407 -1.01543 -7.89245
N 2.73969 0.10988 -7.56263
N 2.04685 -2.22406 -8.40773
C 2.78655 -3.44917 -10.16356
C -1.00411 -0.77370 -8.85758
C -4.33840 -0.32178 -8.80714
C 0.94319 0.06518 -2.63002
C 1.30942 -1.39130 0.11961
C 0.38932 -0.14728 -8.73092
C -1.52047 0.71825 -3.18993
C -3.19967 -1.99399 1.67133
C -1.09579 1.66620 -0.87058
C -1.93517 3.27648 -6.65935
C -1.40389 0.12841 1.90685
C -2.25751 2.00625 -8.51594
C 4.72015 1.12493 -7.15303
C 0.79576 0.01270 3.88086
C -0.22333 2.79611 -1.37329
C -3.22761 -1.18071 2.80821
C -2.30118 -1.72825 0.63278
C -0.07351 0.50474 -3.67828
C -2.36476 -0.08973 2.89569
C -0.41358 1.25007 2.10180
C 2.71591 -4.29930 -9.01520
C -1.40288 -0.67483 0.76882
C 0.24736 2.39258 4.21260
C 3.19047 0.66177 -8.76404
C -2.20067 3.31860 -8.06600
C -5.32343 -2.32502 -8.37425
C 2.35934 -2.19060 -9.76674
C -4.13861 -2.26810 -7.66070
C 2.27503 -3.52341 -7.94912
C -1.72818 0.69326 -1.69893
C 3.69638 0.37925 -6.57430
C 1.51046 0.93585 -1.63714
C 1.26171 2.43180 -1.58492
C -5.44906 -1.09340 -9.10596
C 4.40271 1.28558 -8.54144
C -1.88525 1.93560 -6.29556
H 3.10473 -3.71015 -11.15933
H 0.84109 -0.23421 -9.72625
H 5.58827 1.52448 -6.65552
H 0.34658 0.92704 -8.49604
H 2.94024 -5.35325 -8.98492
H 1.63120 2.93481 -2.49590
H -3.65331 -2.98496 -7.01402
H -2.14403 -0.07266 -3.62706
H 1.44660 -0.44166 3.10824
H 1.84242 2.85281 -0.74491
H 2.09031 -3.76235 -6.91052
H -1.91204 1.67292 -3.56751
H 1.38569 0.26715 4.77627
H 2.30869 -0.94150 0.15930
H -2.29355 -2.31480 -0.29115
H -1.66219 1.45614 -5.36912
H 0.02913 -0.73866 4.15778
H 1.14993 2.35420 4.83815
H -3.89085 -2.83324 1.58535
H 0.24452 3.29310 3.58112
H -2.40286 0.60528 3.74065
H -0.92576 -1.85560 -9.05703
H -6.03180 -3.14139 -8.38948
H 0.36915 1.19009 1.30383
H 1.35694 -2.30592 -0.49514
H -2.37372 1.62711 -9.51984
H -0.91736 2.22716 2.00135
H 2.48996 0.63927 -1.24443
H -0.65443 3.22181 -2.29487
H -2.32452 4.20086 -8.66708
H 0.97684 -1.68575 1.12293
H 0.27753 1.40739 -4.20895
H -6.24709 -0.80483 -9.77232
H -4.06680 0.65194 -9.16794
H -0.62783 2.45118 4.88749
H 4.97368 1.78959 -9.30623
H 3.53016 0.04306 -5.55946
H -2.69013 0.29591 -1.35065
H 2.58960 0.61826 -9.66688
H -1.62544 1.90168 0.05591
H -1.76482 4.10068 -5.99415
H -0.26874 3.60841 -0.62554
H -0.08351 -0.30540 -4.43156
H 2.23328 -1.29713 -10.36187
H -1.54788 -0.32437 -9.70415
H 1.57685 -0.78234 -2.93035
H -3.92165 -1.38084 3.62597
*
```

Results of the Mulliken charge analysis, in e, for atoms 1 through 4: Os 0.752; P -0.215; P 0.183; N 0.295

***

(2)
Entry from OMol25: a structure of composition C36H48AsIrNO6PSi3 at a distorted geometry (ωB97M-V/def2-TZVPD).

LUMO level (spin up / spin down): -2.959 / -5.822 eV
Electronic energy: -148472.8877 eV
Gap between HOMO and LUMO (spin up / spin down): 6.55 / 4.96 eV
Expectation value of S²: 8.81
ΔE to the lowest compared entry with this formula, charge and spin: 559.6 kJ/mol

```
! RIJCOSX wB97M-V def2-TZVPD def2/J DEFGRID3
* xyz 1 6
Ir -0.52401 -0.46332 1.24286
As -0.76184 -0.55609 -1.76839
P 1.83678 -0.46805 1.23973
Si -2.06216 -2.60417 -1.74630
Si -2.33030 1.28727 -1.97013
Si 0.01028 -0.55341 -4.04891
O -2.60900 -0.32246 1.46929
O -4.58646 0.44687 1.99989
O -5.08413 2.71760 2.98159
O -0.33611 3.07035 1.01133
O -1.72359 -0.68159 4.14440
O -0.60756 -2.22042 1.30575
N -0.48888 -0.43713 3.58798
C 1.20416 -1.99109 -4.20286
C 2.80546 -4.34127 0.31443
C 3.97171 -1.84218 0.05579
C 0.93891 1.04016 -4.36349
C 2.56132 0.92975 0.34592
C -2.99025 -2.93818 -3.33936
C 4.00320 -0.22226 5.34260
C 2.77944 0.88439 -1.02868
C -0.83652 -3.99613 -1.47767
C -1.23685 -0.70421 -5.43571
C 2.70202 -1.95200 0.62982
C -1.04143 3.45514 3.30014
C 3.94305 -0.16663 2.95307
C 4.05857 -4.22214 -0.26442
C 3.33035 3.21892 0.38001
C -2.87441 1.97440 2.52191
C 2.63311 -0.39871 5.34627
C 2.81613 2.11404 1.03722
C 4.66422 -0.10343 4.13235
C -3.38435 1.32502 -3.52096
C -1.95795 4.35518 3.81909
C 3.30724 1.98903 -1.68102
C 3.58613 3.15376 -0.98131
C -3.43200 1.27591 -0.46150
C 4.64167 -2.96869 -0.39064
C -3.29785 4.09034 3.69117
C -1.36862 2.89639 -2.03056
C -0.43209 1.81063 1.11698
C 1.88807 -0.45276 4.16282
C 2.12994 -3.21405 0.75888
C -3.40918 0.66665 1.86579
C -3.32198 -2.71198 -0.37239
C -1.52700 2.29394 2.66667
C 0.45193 -0.63701 4.41370
C 2.55922 -0.33909 2.93073
C -3.77709 2.90919 3.05536
H -2.30637 -3.12385 -4.16513
H -1.80365 -1.62921 -5.41156
H -0.64540 1.50817 2.29161
H -2.76912 1.52607 -4.39563
H 2.34569 -5.31432 0.42352
H -1.38482 -4.94060 -1.45401
H -3.72615 -3.72770 -0.40623
H -2.90129 -2.53786 0.61358
H -2.72436 1.29114 0.35513
H -4.05537 2.17353 -0.44604
H -0.73918 2.93739 -2.91886
H 1.99743 -1.93451 -3.45449
H 0.68854 -2.94457 -4.08232
H -2.08167 3.72342 -2.07635
H -2.34310 -0.58353 3.39691
H 5.73692 0.03013 4.10058
H 4.54854 -0.18057 6.27532
H -3.66660 -2.12590 -3.60624
H 5.62105 -2.86607 -0.83849
H -0.08722 -4.05133 -2.26836
H -1.61940 5.25465 4.31327
H -4.08353 0.40817 -0.46416
H 0.02202 3.62671 3.38079
H -3.94795 0.40495 -3.67802
H 4.44951 -0.87798 -0.05086
H 3.49553 1.94589 -2.74484
H 4.48432 -0.08193 2.02114
H -4.08922 2.15383 -3.42127
H 4.58238 -5.10200 -0.61333
H 3.52677 4.12932 0.93000
H 0.27216 1.90046 -4.32992
H -4.15086 -2.01721 -0.51599
H 1.65876 -1.97499 -5.19590
H 1.15810 -3.33000 1.21452
H 1.72600 1.19018 -3.62963
H -5.58244 3.43604 3.39155
H 1.38461 0.99647 -5.35976
H -0.31889 -3.86836 -0.52871
H -4.02296 4.79057 4.08969
H 2.60518 2.18403 2.09721
H -0.72581 3.05304 -1.17271
H -1.94280 0.11974 -5.47069
H -3.57520 -3.84912 -3.19214
H 2.11909 -0.48939 6.29479
H -0.65989 -0.68990 -6.36501
H 3.99079 4.01265 -1.49969
H 0.17377 -0.94150 5.41978
H 2.54472 -0.01066 -1.59226
*
```

Results of the Mulliken charge analysis, in e, for atoms 1 through 4: Ir 4.660; As 0.431; P -0.444; Si 0.313

***

(3)
Entry from OMol25: a cluster of 3 separate species, C36H48Br4F2N4O4S in total at a distorted geometry (ωB97M-V/def2-TZVPD).

LUMO level: 0.379 eV
Electronic energy: -348701.4157 eV
Gap between HOMO and LUMO: 8.74 eV
Structure (SMILES): C=Cc1c2c(c(F)c(CCCCN(C)C(C)=O)c1N(C)C(C)=O)N(CC(=O)F)c1cccc(CCCCNC(C)=O)c1S2.BrCCBr.BrCCBr

```
! RIJCOSX wB97M-V def2-TZVPD def2/J DEFGRID3
* xyz 0 1
Br 3.07516 6.73913 3.00759
Br 6.64216 7.16215 6.37444
Br 3.46213 3.13938 3.77797
Br 7.47180 4.93060 3.56535
S -1.81190 0.76832 -1.90896
F -1.67424 -3.01368 -2.16836
F 2.08465 -1.76835 0.06983
O -1.24787 0.81739 5.05248
O 0.29629 -3.66546 -1.39853
O -2.30528 -5.60039 -0.10648
O -2.27646 -2.35699 -7.07746
N -1.38198 -0.30792 3.10205
N 0.81769 -0.71968 -2.10098
N -3.15435 -0.25109 -6.77158
N -0.27336 -5.82426 0.89725
C -0.32995 -2.92449 -2.07989
C 0.24659 -0.61871 -0.80028
C -2.42671 -5.89639 2.22916
C 0.29253 1.54001 3.40847
C 0.74505 0.51441 -2.83288
C 1.86444 0.91213 -3.54867
C -2.55149 0.37643 -5.57960
C 0.24263 -1.81509 -2.93214
C -1.48656 0.11927 0.73716
C 6.99511 6.81317 3.55059
C -2.76008 0.84096 1.01668
C -4.37917 -2.23223 -5.95776
C 0.13664 -7.12122 0.33474
C -0.41496 1.28616 -2.86995
C -0.81438 0.66161 3.93074
C -3.17188 -1.67255 -6.65144
C 0.16358 -4.09485 2.63950
C 0.42177 -1.13511 1.57601
C 7.58678 7.55374 4.71899
C -0.48143 2.45697 -3.63520
C -0.78621 -0.46108 1.80028
C 1.81336 2.06562 -4.31084
C -1.69034 -5.73674 0.92041
C 1.88121 5.52794 3.95112
C -1.71978 3.30929 -3.70760
C -0.95647 0.02612 -0.55241
C -2.92343 2.58956 -4.32107
C -2.59518 1.90028 -5.65821
C 1.26352 -1.75241 2.66112
C 2.62072 4.54717 4.82087
C 0.90437 -1.17849 0.28135
C 1.44597 -3.26738 2.60136
C -2.77898 2.14542 1.24584
C 0.65461 2.82555 -4.34786
C 0.37689 -5.54137 2.18236
C -1.75554 -1.54071 3.80906
H -3.48382 -5.75021 2.04030
H 2.75736 0.30678 -3.49493
H 0.92722 -1.45016 3.65076
H -3.66779 0.24972 1.02704
H -5.27191 -1.74187 -6.33688
H -3.37459 2.15288 -6.37711
H 3.40728 5.01260 5.40638
H 7.38401 7.20792 2.61459
H -1.50821 4.20785 -4.28467
H -2.70849 -1.39105 4.31203
H -2.10732 -5.17165 2.97461
H 1.05300 1.02492 2.83570
H -0.18872 -4.14085 3.67212
H 8.62794 7.29946 4.88685
H -0.72547 -7.72749 0.06072
H -1.65972 2.27792 -6.07177
H 0.76591 1.98576 4.27679
H 1.00802 -2.25679 -3.56651
H -3.35236 1.86557 -3.63285
H -2.24697 -6.88372 2.65506
H -3.70654 3.32942 -4.48783
H -1.87417 -2.33900 3.08608
H -1.52490 0.01479 -5.44986
H 5.91133 6.85702 3.54275
H 0.62828 3.73147 -4.93823
H -1.96776 3.64179 -2.69539
H 1.44089 -5.73971 2.05896
H 7.49060 8.62735 4.57491
H -1.03304 -1.81340 4.57620
H 2.26354 -1.32607 2.54115
H 0.72311 -7.69498 1.05267
H -3.66181 2.64753 1.61418
H -4.31049 -2.05570 -4.88506
H 1.24336 6.16507 4.55905
H 0.03350 -6.24761 2.94853
H -3.11739 0.02525 -4.71610
H -2.57940 -0.05540 -7.58617
H 0.72533 -6.99269 -0.57199
H -0.14375 2.35205 2.82568
H -0.54828 -1.42146 -3.57241
H 2.68895 2.36424 -4.86947
H -0.61474 -3.63083 2.03559
H 1.28502 5.03360 3.19113
H 2.06723 -3.56904 3.44607
H -1.88853 2.73816 1.07903
H 1.92123 4.04370 5.48549
H 2.00213 -3.53589 1.70316
H -4.44674 -3.29940 -6.14094
*
```

Results of the Mulliken charge analysis, in e, for atoms 1 through 4: Br -0.151; Br -0.142; Br -0.098; Br -0.124

***

(4)
Entry from OMol25: a cluster of 8 separate species, C36H48N8O12 in total at a distorted geometry (ωB97M-V/def2-TZVPD).

LUMO level: -1.531 eV
Electronic energy: -74567.9844 eV
Gap between HOMO and LUMO: 7.01 eV
ΔE to the lowest compared entry with this formula, charge and spin: 1997.9 kJ/mol
Structure (SMILES): O=[N+]([O-])c1ccccc1.O=[N+]([O-])c1ccccc1.O=[N+]([O-])c1ccccc1.O=[N+]([O-])c1ccccc1.CN(C)C=O.CN(C)C=O.CN(C)C=O.CN(C)C=O

```
! RIJCOSX wB97M-V def2-TZVPD def2/J DEFGRID3
* xyz 0 1
O 0.44247 4.80088 2.81110
O -3.02579 1.95612 3.68634
O 4.44534 -1.93817 -2.24761
O -2.38072 -0.83226 7.67004
O 3.15028 -2.48296 3.45216
O 0.81602 2.77820 1.98863
O -1.61576 0.75020 -0.62608
O 4.24803 -0.01366 -3.17693
O -1.92169 3.25785 -5.25195
O -0.87134 -0.57758 9.12985
O -2.29351 -5.65478 -3.46401
O -1.96967 -3.52387 -2.89578
N -3.64060 1.98412 -4.72801
N -1.91213 -4.74995 -2.70115
N -4.76401 1.93757 2.09532
N 4.24415 -0.58869 2.57170
N 4.42334 -1.28221 -3.21875
N 0.32818 -0.20558 0.05793
N -1.30280 -0.55285 8.01471
N 0.38738 3.99225 1.83181
C -6.11003 1.41351 1.84087
C 4.43866 0.79818 2.40557
C -1.99452 -6.41032 -0.74131
C -0.50573 -4.49382 1.11609
C -3.21257 1.54428 -3.41917
C 0.97551 -0.32682 -1.25813
C 0.93598 -0.97655 1.13659
C 5.80552 -3.15878 -4.42863
C -0.30828 1.11974 4.48472
C -0.90868 0.28995 0.25630
C -0.18026 4.36561 0.65048
C 6.21099 -3.75127 -5.81585
C -3.91109 2.38490 0.79061
C 3.48038 -1.24673 3.46526
C -0.68538 3.96643 -1.96088
C 0.92301 0.60981 7.30254
C 1.09241 1.59867 4.85323
C -0.96433 -5.86308 1.54198
C -0.78111 -4.08757 -0.36179
C -4.24829 1.83538 3.37504
C -1.22263 5.29006 -2.09206
C -0.07544 3.47833 -0.65991
C -1.06384 0.29762 5.53030
C -1.53737 -5.11508 -1.28753
C -5.05223 1.56423 -4.93538
C 4.93486 -1.88180 -4.46260
C -0.57576 0.08226 6.97826
C 4.74260 -1.48148 1.54704
C -1.65118 6.21494 -0.96802
C -1.02859 5.71717 0.40675
C 4.61308 -1.20620 -5.80694
C 5.83064 -3.16555 -6.99684
C -1.64846 -6.74067 0.73177
C 5.06046 -1.92323 -6.99638
C -3.02279 2.78163 -5.56282
C 1.64140 1.29897 6.06764
H -1.03550 6.42961 1.11968
H 6.69788 -4.82036 -5.76942
H -0.51835 -3.08626 -0.86180
H 5.53978 -1.05746 0.86517
H 0.36063 -0.30462 -2.04507
H -0.04551 -3.74990 1.76609
H 6.21385 -3.76472 -7.88969
H -6.19270 1.09990 0.75589
H 3.14727 -0.65499 4.28660
H 5.08388 1.10029 3.34476
H 4.83876 -1.25265 -7.95636
H 1.34875 0.61303 8.23019
H 4.00949 -0.30357 -6.12179
H 0.53888 -0.59978 2.02820
H -3.98437 1.85399 -2.70101
H -0.78672 -6.01331 2.53386
H -3.00435 0.61416 -3.48925
H -1.60645 5.59558 -3.08192
H -5.27157 0.52545 -4.34722
H 4.13750 -1.78538 0.83981
H 5.28755 -2.39268 1.71234
H 1.51363 2.21204 4.30030
H -5.53909 2.38165 -4.36653
H 1.80359 0.21593 -1.50585
H -6.88789 1.89710 2.02974
H 3.35243 1.24870 2.26379
H -3.09215 2.48454 1.19902
H -1.21489 0.20282 1.25869
H -6.06812 0.47424 2.22651
H -0.33230 3.41141 -2.72327
H 0.65317 2.78961 -0.49035
H 0.62978 -1.95235 1.05378
H -1.93337 0.02661 5.25763
H -5.72530 1.46059 -6.03105
H -2.44875 6.97461 -1.21160
H -1.73955 -7.76673 1.12423
H -5.07992 1.54363 4.04051
H -0.76012 1.37550 3.54871
H -4.19018 3.36851 0.52320
H -4.04898 1.59314 -0.08708
H 6.33395 -3.69581 -3.58059
H 1.59647 -1.28711 -1.29031
H -3.38146 2.85229 -6.75373
H -2.38340 -7.17234 -1.40583
H 2.73136 1.34665 6.12505
H 5.06316 1.02969 1.66591
H -2.26509 1.87995 -3.14227
H 1.87020 -0.81854 1.02625
*
```

Results of the Mulliken charge analysis, in e, for atoms 1 through 4: O -0.598; O -0.539; O -0.502; O -0.606